(1)
C23H26Br2N4NdO9 as an isolated structure at a distorted geometry. Source: OMol25; level of theory: ωB97M-V/def2-TZVPD.

Last column: natural (NBO) charge in e.
Cartesian coordinates (Å):
1 Nd -0.814 1.091 0.704  1.91
2 O 1.249 1.622 -0.613  -0.78
3 C 2.146 2.730 -0.367  -0.06
4 C 2.550 2.577 1.137  -0.23
5 N 1.371 2.469 1.977  -0.47
6 C 1.627 1.576 3.153  -0.34
7 C 1.421 0.066 2.801  0.78
8 O 1.916 -0.729 3.634  -0.71
9 O 0.924 -0.236 1.661  -0.81
10 C 0.985 3.775 2.530  -0.34
11 C -0.597 3.866 2.644  0.81
12 O -0.990 4.787 3.351  -0.70
13 O -1.292 3.003 2.026  -0.80
14 H 1.556 0.882 -1.184  0.53
15 H 1.670 3.691 -0.443  0.21
16 H 3.053 2.678 -1.016  0.18
17 H 3.125 3.480 1.383  0.17
18 H 3.206 1.688 1.251  0.20
19 H 0.877 1.913 3.812  0.22
20 H 2.693 1.690 3.508  0.20
21 H 1.355 4.529 1.865  0.21
22 H 1.460 3.966 3.524  0.19
23 C -3.477 1.506 -3.269  -0.69
24 C -2.357 1.784 -2.286  0.30
25 N -1.792 0.793 -1.611  -0.29
26 O -2.331 -0.424 -2.062  -0.62
27 C -1.954 3.126 -1.914  -0.03
28 C -2.338 4.395 -2.621  -0.67
29 N -1.244 3.046 -0.788  -0.05
30 O -0.738 4.100 -0.292  -0.52
31 H -4.337 1.262 -2.617  0.24
32 H -3.237 0.587 -3.771  0.25
33 H -3.697 2.388 -3.946  0.22
34 H -1.963 -1.072 -1.418  0.50
35 H -2.153 4.382 -3.720  0.20
36 H -1.797 5.277 -2.165  0.26
37 H -3.432 4.529 -2.421  0.21
38 C 2.330 -4.111 -0.747  -0.65
39 C 2.207 -2.957 -1.688  -0.04
40 C 1.793 -3.107 -3.028  -0.15
41 C 1.640 -2.040 -3.900  -0.28
42 C 1.843 -0.746 -3.357  0.14
43 Br 1.286 0.725 -4.408  0.08
44 N 2.341 -0.575 -2.096  -0.49
45 C 2.509 -1.654 -1.300  0.07
46 H 2.175 -5.077 -1.164  0.22
47 H 1.680 -3.925 0.096  0.25
48 H 3.324 -4.288 -0.256  0.23
49 H 1.471 -4.116 -3.316  0.21
50 H 1.117 -2.076 -4.837  0.23
51 H 2.796 -1.397 -0.311  0.22
52 Br -2.571 -6.557 0.344  0.04
53 C -2.165 -5.072 1.411  -0.12
54 C -1.327 -5.476 2.489  -0.23
55 C -0.688 -4.514 3.224  -0.19
56 C -0.851 -3.171 2.931  -0.19
57 C -1.685 -2.738 1.910  -0.04
58 C -2.293 -3.726 1.057  -0.22
59 C -1.664 -1.314 1.499  0.78
60 O -2.065 -0.337 2.233  -0.69
61 O -1.213 -1.121 0.312  -0.78
62 H -1.182 -6.580 2.648  0.22
63 H -0.037 -4.877 4.036  0.22
64 H -0.515 -2.456 3.626  0.25
65 H -2.901 -3.507 0.153  0.23

Net charge   -1
⟨S²⟩   3.752
Spin multiplicity   4
Gap between HOMO and LUMO (alpha / beta)   6.665 / 6.668 eV
HOMO (alpha / beta)   -4.60 / -4.61 eV
Relative energy (zero: lowest compared OMol25 entry of this formula, charge and spin)   1.080 eV
E_tot   -7497.813686 a.u.

---

(2)
An isolated ion of composition C2H3N2O3 and charge -1 at a distorted geometry. Source: OMol25; level of theory: ωB97M-V/def2-TZVPD.

Last column: natural (NBO) charge in e.
Cartesian coordinates (Å):
1 C -0.052 0.656 0.889  -0.32
2 C 0.082 0.085 -0.481  -0.14
3 N -1.395 0.322 0.163  0.01
4 N 0.695 -1.176 -0.522  0.48
5 O -2.101 1.113 -0.521  -0.62
6 O 0.615 -1.903 0.490  -0.47
7 O 1.215 -1.575 -1.600  -0.49
8 H 0.023 -0.007 1.675  0.21
9 H 0.221 0.839 -1.320  0.22
10 H 0.699 1.646 1.227  0.13

Net charge   -1
Spin multiplicity   1
Gap between HOMO and LUMO (alpha / beta)   7.366 / 7.367 eV
HOMO (alpha / beta)   -3.05 / -3.05 eV
Relative energy (zero: lowest compared OMol25 entry of this formula, charge and spin)   7.787 eV
E_tot   -413.034973 a.u.

---

(3)
An isolated ion of composition C8H15BBrF5O5P3S and charge -1 at a distorted geometry. Source: OMol25; level of theory: ωB97M-V/def2-TZVPD.

Last column: natural (NBO) charge in e.
Cartesian coordinates (Å):
1 C 3.997 -0.094 0.463  -0.65
2 C 3.094 0.391 1.569  0.24
3 F 2.568 -0.716 2.257  -0.39
4 C 1.975 1.323 1.153  -0.73
5 B 1.021 0.818 -0.081  0.51
6 P 1.859 1.644 -1.717  0.98
7 O 0.898 2.963 -2.149  -0.99
8 O 1.638 0.576 -2.962  -0.98
9 O 0.871 -0.642 -0.224  -0.72
10 C -0.431 -1.061 -0.122  0.00
11 C -0.491 -1.934 1.162  -0.67
12 P -0.894 -2.289 -1.468  0.83
13 S 0.478 -3.609 -1.880  -0.59
14 C -1.307 0.279 -0.042  -0.11
15 P -1.773 0.818 -1.817  1.06
16 O -1.973 2.395 -1.606  -0.97
17 Br -3.893 0.046 -2.135  -0.33
18 C -2.440 0.339 1.000  0.61
19 F -3.168 1.482 0.716  -0.35
20 F -1.954 0.523 2.254  -0.31
21 C -3.456 -0.845 1.020  0.51
22 F -4.730 -0.357 1.085  -0.33
23 F -3.273 -1.600 2.145  -0.33
24 O -0.386 1.252 0.272  -0.71
25 H 3.456 -0.487 -0.393  0.23
26 H 4.622 -0.900 0.850  0.20
27 H 4.651 0.700 0.114  0.21
28 H 3.720 0.914 2.300  0.13
29 H 2.437 2.271 0.865  0.21
30 H 1.347 1.512 2.024  0.22
31 H 1.335 3.714 -1.756  0.48
32 H 0.714 0.312 -3.052  0.47
33 H -0.450 -1.288 2.030  0.24
34 H -1.373 -2.567 1.207  0.20
35 H 0.393 -2.559 1.126  0.25
36 H -1.295 -1.618 -2.633  -0.02
37 H -2.092 -2.846 -0.982  -0.06
38 H -2.308 2.607 -0.727  0.51
39 H -3.387 -1.467 0.134  0.16

Net charge   -1
Spin multiplicity   1
Gap between HOMO and LUMO   6.593 eV
HOMO   -4.06 eV
E_tot   -5210.710745 a.u.